Entry 1:
The following is a DFT calculation (the ωB97M-V functional and the def2-TZVPD basis) of a molecular structure, C29H44BeBrN3P2 at a distorted geometry.

XYZ file:
```
80
Properties=species:S:1:pos:R:3:forces:R:3
H -0.097795 -4.369369 -2.588846 0.1 0.2 -0.3
H -5.002660 -0.938684 2.208002 0.2 -0.1 0.1
C -1.444514 -0.371195 -3.219897 0.0 -0.1 0.0
C -1.775664 2.277809 -0.328071 1.0 -0.2 -0.1
H -1.887324 -1.894168 -4.739582 0.3 0.3 0.0
C -0.671074 0.120482 3.156399 0.2 0.2 -0.3
H 0.923232 1.410163 -2.513297 0.1 -0.1 0.0
P -0.758948 -1.381996 -1.842369 0.2 0.3 -0.7
P -1.213468 -0.726157 1.608461 -0.1 -0.6 0.7
C -2.914711 -3.182483 -2.478050 -0.1 -0.2 -0.1
H -0.423984 1.144534 2.835639 0.0 -0.1 0.1
H 1.442251 4.914376 0.665259 -0.3 0.0 0.0
Br 5.088605 1.778365 -5.256514 -0.4 -0.2 0.6
H 1.414811 2.477735 0.391477 -0.4 0.1 -0.2
C 3.976257 0.267207 -1.528165 0.0 0.1 -0.3
H -2.328493 4.409181 -0.140001 0.0 0.1 0.1
H 2.184909 -3.418579 0.969593 0.2 0.2 0.2
H 1.252689 -1.632330 -3.133414 -0.1 -0.1 0.2
H 1.383655 -4.081020 -3.520252 -0.3 0.1 0.1
H -2.328407 -3.771474 -3.201307 -0.3 0.3 0.3
H -2.496366 -0.165480 -2.959675 0.3 0.0 -0.1
H -0.157540 -3.489665 -4.158011 0.1 -0.1 0.4
H -2.659775 1.685285 -0.529918 0.2 0.3 -0.1
H -1.101183 0.747772 5.157422 -0.2 -0.1 -0.2
C 0.685875 -2.326970 -2.492822 0.1 0.1 0.1
C 2.467003 -1.418395 1.844549 0.2 -0.8 1.0
C 2.776418 -3.481369 3.055552 -0.2 0.2 -0.3
C 3.064057 -1.476688 4.179242 -0.2 0.2 -0.3
C -1.149948 -3.030683 3.457081 -0.1 -0.2 0.2
C 4.086721 1.285536 -3.706572 0.2 0.0 0.0
C -2.042811 -2.611637 -1.355499 0.0 0.1 0.3
H -1.756773 -0.229476 -5.336590 0.2 -0.3 0.1
C 4.739178 0.670397 -2.626432 -0.6 0.0 0.2
H -3.465413 -2.389955 -3.007515 0.2 -0.3 0.1
H -0.062042 5.568609 1.363807 0.1 -0.2 -0.2
H -1.836529 -3.054129 1.403094 0.3 0.1 0.2
N -0.267270 3.809403 0.218038 -0.7 -0.7 -0.3
H 0.266226 5.754570 -0.373673 0.0 -0.3 0.2
H 2.698857 0.372626 3.102363 0.2 -0.3 -0.1
C 1.980564 1.162355 -2.536342 0.2 0.1 -0.5
H -1.864625 -0.791567 4.773425 0.0 0.3 -0.2
H -0.349153 -2.615303 4.086387 -0.3 0.0 -0.2
H -3.149526 0.667214 1.813619 0.0 -0.2 -0.1
H 1.321939 -2.514618 -1.612021 -0.1 0.0 -0.3
C 1.799441 -0.064396 -0.350232 1.8 -0.9 1.3
H -3.326132 -0.500986 0.498989 -0.1 0.1 0.3
H -2.681622 -2.104561 -0.609061 0.3 -0.3 -0.3
C 2.454011 -2.844581 1.856381 0.2 0.7 0.4
H -1.518638 -3.427726 -0.828448 -0.1 0.3 -0.1
H -1.014591 -4.122805 3.450961 0.0 0.3 0.1
Be -0.068245 0.142723 -0.433771 -0.3 -1.8 1.5
H -0.916288 0.596480 -3.179133 -0.3 -0.3 0.0
H 2.235234 2.051421 -4.495553 0.1 -0.1 0.1
H -3.896119 -2.315531 2.193361 0.0 0.2 0.1
C -1.071079 -2.544080 2.008971 0.1 0.1 -0.4
C -1.614641 0.194522 4.359090 0.1 0.0 0.4
N -0.516685 1.681690 -0.218144 0.3 0.9 0.3
C -1.327887 -0.953017 -4.628473 -0.2 0.1 -0.3
C 0.375218 5.080109 0.484981 0.2 0.8 0.2
H 2.792196 -4.571132 3.098073 0.0 0.3 0.2
H 4.418734 -0.246099 -0.679325 0.3 0.1 -0.2
H -0.277503 -1.113669 -4.914892 -0.4 0.0 0.1
H 5.812431 0.507464 -2.646636 -0.2 0.0 0.0
N 3.064468 -2.811708 4.174146 0.1 0.0 -0.1
C -3.969585 -1.244659 2.419785 -0.3 0.0 0.1
C 0.417306 -3.641468 -3.231805 0.1 -0.1 -0.2
H -0.090023 -2.837251 1.598471 -0.4 0.0 0.0
C 2.210364 -0.727072 0.662449 -1.9 1.5 -1.7
C -3.036394 -0.397060 1.556434 0.2 0.2 -0.3
C 0.363217 2.629642 0.155219 -1.2 0.1 -0.4
H 0.281098 -0.352240 3.441051 -0.3 0.1 0.0
H -3.807088 -1.092102 3.494312 0.0 -0.1 -0.4
C 2.589892 0.485641 -1.480383 0.0 0.1 -0.3
H 3.316276 -0.978146 5.115421 -0.1 -0.2 -0.1
C -1.620359 3.601255 -0.097682 0.8 0.3 0.3
C 2.716134 1.550000 -3.661478 0.2 -0.2 0.3
H -2.125328 -2.836566 3.928065 0.4 0.0 -0.2
H -3.655634 -3.863017 -2.031268 0.2 0.2 -0.2
H -2.541937 0.738381 4.137735 0.2 -0.2 0.0
C 2.747487 -0.715441 3.052485 0.1 -0.7 -0.4
```
Forces are in eV/Å.

Values from the calculation:
orbital gap	6.642	eV
highest occupied orbital energy	-13.80	eV
energy above the lowest of the compared OMol25 structures with the same formula, charge and spin	9.5	kcal per mole
M	585.56	u
DFT total energy	-124266.1498	eV
total charge	+2
2S+1	1

***

Entry 2:
The following is a DFT calculation (the ωB97M-V functional and the def2-TZVPD basis) of 8 unconnected molecules or ions with the total composition C29H44Br14Cl3NO2.

XYZ file:
```
93
Properties=species:S:1:pos:R:3:forces:R:3
H 3.738313 -2.949848 -2.734925 0.0 0.0 0.0
H 0.741362 -4.536338 3.479047 0.1 0.1 0.0
H 1.213229 5.991921 3.385849 0.0 0.0 0.0
C 1.310063 3.696367 -3.937994 0.3 0.0 -0.3
H -3.669824 -4.633844 7.723246 0.0 0.0 0.0
Br -3.845182 2.546011 -1.091633 0.0 0.2 -0.1
H -5.664705 3.307695 -2.604775 0.0 0.0 0.0
H 1.746726 -3.928184 -1.787003 0.0 0.0 0.0
Cl -4.350483 -5.642670 1.638884 0.1 0.0 -0.1
Br 1.438422 -2.715351 0.336082 0.3 0.1 -0.7
Br 2.315535 2.033851 -3.886355 -0.1 -0.2 0.0
C 0.458168 0.150103 3.037150 0.7 -0.3 0.5
C 3.315465 0.343044 -7.866037 0.2 -0.1 -0.1
C 1.838446 0.470548 2.457320 0.1 0.7 -0.5
N -3.117398 -4.579735 2.112674 -0.2 -0.5 -0.8
H 6.652107 0.492405 -2.130544 0.0 0.0 0.0
H -3.314208 1.001321 2.800316 0.0 0.1 -0.1
H -3.829078 -1.948446 3.277193 -0.1 -0.1 0.0
H -5.397937 0.284444 -2.143023 0.0 0.0 0.0
H 2.388593 1.107955 3.147330 0.0 -0.2 0.2
H -0.217157 0.905539 2.667846 -0.2 -0.1 0.1
H -3.453591 -0.527355 -0.141544 -0.1 0.1 -0.1
H 1.778851 4.297307 -4.715176 0.0 0.0 0.0
H 1.218960 2.222044 1.307005 0.1 -0.1 -0.1
H -2.392013 -5.590577 6.946454 0.0 0.0 0.0
H 2.440305 -0.404877 2.241418 0.0 -0.2 0.2
H -2.963705 -4.334874 4.755290 0.0 0.0 0.0
H 1.017285 5.424221 -2.699903 0.0 0.0 0.0
H -0.558251 6.014214 3.494831 0.0 0.0 0.0
C -0.053027 -1.251312 2.777541 -0.2 -0.1 0.0
Br -1.484574 3.645884 2.007906 0.0 -0.1 -0.1
H -6.311838 2.505217 -1.160931 0.0 0.0 0.0
H 0.297816 3.445897 -4.238506 0.0 0.0 0.1
H 3.313364 1.671213 -9.584207 0.0 0.0 0.0
C 0.665768 -2.379027 3.236071 -0.4 0.0 0.4
H 0.956258 4.016375 1.723616 0.0 0.2 0.0
C 1.676476 1.249565 1.149064 -0.3 -0.8 -0.2
C -1.791187 -5.094921 2.215934 0.0 0.3 0.3
C -1.285210 -1.439103 2.099816 0.4 -0.2 0.0
H 1.031325 0.669621 0.480478 -0.1 0.2 -0.1
C 0.287922 5.725377 2.880326 0.1 0.1 -0.1
H -6.780972 0.996153 -2.998430 0.0 0.0 0.0
H 1.326560 -2.234293 -2.110154 0.0 0.0 0.0
Cl 2.158803 -2.247549 4.109689 0.0 0.1 -0.1
Br -1.696925 -3.227718 7.141906 0.0 0.0 0.0
Br 3.800093 -0.704951 -1.727176 0.0 0.1 0.1
H 3.434623 -0.618525 -8.360316 0.0 0.0 0.0
H -4.439327 -0.617280 4.217283 -0.1 0.2 -0.1
H 7.140458 2.068116 -4.718656 0.0 0.0 0.0
Cl 0.447761 0.435029 4.837863 -0.2 0.1 0.0
H -1.523667 0.633580 1.611478 0.2 -0.1 0.2
H 0.541261 3.665908 3.415770 0.0 0.0 0.0
O -3.708178 -3.019321 0.486690 -0.2 0.2 0.2
C -5.741784 1.142027 -2.712456 -0.1 0.0 -0.2
H 4.059399 -3.073704 -0.995485 0.0 0.0 0.0
C -2.975037 -4.673892 6.890963 0.2 0.0 0.0
H 1.756357 0.900485 -9.224585 0.0 0.0 0.0
C 1.968390 -2.893520 -1.533688 -0.2 -0.2 0.2
C -1.726762 -2.759527 1.962926 0.1 -0.1 -0.1
Br 2.063300 2.911887 -7.830691 0.0 0.1 -0.1
Br 0.224071 3.547197 -1.307181 0.0 0.0 0.1
Br 5.994002 3.266727 -2.869856 0.1 0.1 0.0
C 1.377934 4.401375 -2.614179 -0.2 0.1 0.1
Br -5.010220 -3.170633 5.540995 -0.1 -0.2 0.2
H -2.722409 -0.979464 4.232351 0.0 0.0 0.1
C -3.391647 -0.011704 2.398203 0.3 0.3 0.5
H -4.191378 -5.485429 5.318712 0.0 0.0 0.0
Br -4.742096 1.145393 -4.380809 0.0 0.0 0.0
C -3.658466 -4.566936 5.556062 -0.2 0.0 0.0
H 2.623695 1.325876 0.621550 0.1 0.3 0.1
C -3.606484 -0.932824 3.594186 0.0 0.0 -0.3
Br 0.230668 6.840322 1.287172 -0.1 0.0 0.0
Br 9.003361 1.129929 -2.633670 0.0 0.0 0.0
C -2.096367 -0.281920 1.561041 -0.7 0.1 -0.5
Br 5.115101 0.898255 -7.377991 0.0 0.0 0.0
C 6.503027 1.710346 -3.916654 -0.3 0.0 0.1
H -4.273859 0.004613 1.760197 0.0 -0.2 -0.1
C -5.579635 2.437432 -1.962552 0.1 0.0 0.2
C 0.282725 4.259489 2.540661 -0.1 0.0 0.1
C 0.198270 -3.682200 3.101899 -0.5 -0.1 -0.3
C 2.655901 1.331394 -8.790905 -0.2 0.0 0.1
C -1.015512 -3.849538 2.467306 0.4 0.6 -0.1
H -1.924122 -1.367303 -0.303672 0.0 0.0 -0.3
H 2.766214 0.211899 -6.938879 0.0 0.0 0.0
C -2.982550 -3.343888 1.371951 0.1 0.2 0.4
O -1.442823 -6.227153 2.080443 -0.1 -0.1 0.3
H -1.973700 0.387740 -0.521297 0.0 0.0 -0.1
C 3.427823 -2.613101 -1.748363 0.1 0.1 -0.1
C -2.388230 -0.444786 0.037643 0.4 -0.5 0.5
H 2.380481 4.405382 -2.197854 0.0 0.0 0.0
H 5.572610 1.330997 -4.335410 0.0 0.0 0.0
H 7.231743 -0.279736 -3.619051 0.0 0.0 0.0
C 7.166133 0.657666 -3.071116 0.2 0.0 -0.1
```
Forces are in eV/Å.

Values from the calculation:
orbital gap	9.022	eV
SMILES string	CC[C@H](C)c1c2c(cc(Cl)c1[C@@H](Cl)CC)C(=O)N(Cl)C2=O.BrCCBr.BrCCBr.BrCCBr.BrCCBr.BrCCBr.BrCCBr.BrCCBr
highest occupied orbital energy	-9.54	eV
M	1663.69	u
DFT total energy	-1054535.0456	eV
2S+1	1

***

Entry 3:
The following is a DFT calculation (the ωB97M-V functional and the def2-TZVPD basis) of a molecular structure, C29H44BrN3P2Pb at a distorted geometry.

XYZ file:
```
80
Properties=species:S:1:pos:R:3:forces:R:3
H 2.097980 -4.086936 -0.894117 0.2 0.3 0.2
H 0.882411 1.450726 3.786210 0.1 0.7 -0.2
C -3.014913 -1.692330 -5.994146 -0.4 0.5 0.0
H 1.822866 2.872806 3.157081 -0.6 -0.2 0.1
H -1.542225 -1.015481 -4.565911 -0.7 0.1 -0.3
C 0.622568 2.945578 -1.952979 1.2 0.5 0.9
H 3.393402 -3.969695 -2.995717 0.3 0.2 0.4
H -2.184571 -2.038508 -6.633091 -0.3 -0.1 0.5
H 4.880900 -1.440815 0.318632 -0.1 0.1 -0.3
H 3.466343 -3.332203 -0.007215 -0.7 0.3 0.0
C 3.099686 -0.398130 -0.487409 0.1 0.6 0.4
H -1.641215 3.988834 3.376739 0.2 0.0 0.0
H 2.236376 -2.413520 -3.620656 0.2 0.0 0.5
H 5.095738 0.278377 0.008659 -0.3 -0.3 -0.1
H -0.409309 -3.125091 -2.271226 0.0 -0.2 -0.9
H 2.975741 0.508813 -1.092803 -0.2 -0.5 0.1
H -1.313860 4.224588 -7.414845 0.1 0.2 0.6
H 4.681279 -3.008685 -2.143515 -0.3 -0.4 -0.2
H 0.700847 -4.588971 -4.240158 -0.3 0.0 0.1
C -0.717521 -3.189833 -3.335117 0.1 -0.2 0.1
C -0.793773 4.876351 -4.709990 0.3 -1.1 0.8
H -3.218652 -0.640087 -4.031390 0.1 -0.1 -0.4
H 4.369612 -4.700054 -1.728308 -0.2 0.3 0.1
C -0.737880 7.975559 -6.844534 -0.1 -0.5 0.2
H 2.652186 0.642360 -3.344392 0.3 -0.6 -0.1
C -1.379581 3.370787 2.533175 0.4 -0.2 -0.5
C -0.409642 0.517035 -2.847064 -1.8 1.0 -1.3
H 4.016887 -0.553891 -3.364937 -0.4 0.3 -0.3
H 2.935980 -0.399806 -4.780185 -0.1 -0.1 0.8
H 1.027459 -1.219092 -3.348905 0.5 -0.1 0.3
H -3.867558 -2.388924 -6.090136 0.5 0.2 0.3
H -3.379581 -1.385882 -1.716214 0.1 0.2 0.3
N -0.178808 2.681411 2.446856 -0.7 -0.5 -0.6
H -0.467673 7.687626 -4.753796 -0.2 -0.6 -0.1
Pb -2.722812 2.033634 -2.042732 0.0 0.0 1.7
C 2.891703 -3.323674 -0.948862 -0.2 -1.0 0.4
H -1.365138 5.894147 -9.248555 0.0 -0.3 0.3
C -1.152854 5.272502 -7.150340 0.1 0.5 0.0
C -0.950059 1.756180 -3.421726 2.2 -1.2 -0.2
H 0.625954 1.321312 0.956062 -0.7 0.3 0.4
C -0.192656 1.979959 1.263631 -1.1 0.9 0.6
H 5.049002 -0.803390 -1.365179 0.0 -0.2 0.3
Br -0.041577 -1.580489 -0.373034 1.9 -1.5 0.8
C 0.969262 1.737058 -1.335906 -0.6 2.6 -1.2
H -0.956813 -4.743052 -4.873109 0.3 0.1 0.5
N -0.968581 7.479963 -8.052905 0.0 0.4 -0.3
P 2.109271 -1.714378 -1.256057 -1.1 1.2 -0.7
C 3.883983 -3.762180 -2.031369 0.3 0.1 -0.5
C -0.365103 -4.554178 -3.956731 0.2 -0.2 0.0
H -3.015124 3.555853 1.060620 0.3 -0.3 0.1
H -0.528737 -5.383002 -3.246426 -0.1 0.3 -0.4
H -3.343121 -0.745734 -6.442497 0.0 -0.2 0.0
C 0.513475 0.564671 -1.866558 2.1 -1.1 0.9
C -3.080939 -2.438006 -1.764651 -0.5 -0.3 0.8
H 2.656814 -0.195702 0.504417 0.1 -0.1 -0.3
H -1.467510 1.801264 -4.398775 0.1 -0.2 0.5
C -4.285290 -3.347212 -1.416230 -0.6 -0.1 0.3
H -0.698144 -0.457901 -3.266395 -0.1 0.7 0.3
H -4.439464 -3.443512 -0.333046 0.2 0.2 -0.2
C 2.054424 -1.475855 -3.082192 -0.4 0.3 -0.8
C -0.895875 5.770291 -5.838725 -0.1 0.7 -0.6
H 1.721742 1.848931 -0.567427 0.1 -0.3 0.1
H -4.196174 -4.374859 -1.815964 0.2 0.6 0.1
H -0.590882 9.058254 -6.833309 0.0 -0.3 0.4
C -1.175583 6.183552 -8.216172 0.1 -0.1 0.7
C -0.267142 2.961535 -2.997992 -2.0 -0.6 -1.3
H -5.224489 -2.940951 -1.814750 0.3 -0.1 -0.1
H 0.569851 3.089162 4.413031 -0.1 -0.2 -0.7
C -2.069632 3.120287 1.375050 0.9 -0.4 0.2
H 1.166812 3.867911 -1.727657 -0.3 -0.2 0.0
C -0.621202 4.046279 -3.823561 0.1 2.4 -1.6
C 2.970941 -0.369508 -3.667237 0.3 -0.1 0.2
C -0.690680 7.173759 -5.693339 0.0 -0.1 -0.5
C -2.578364 -1.397161 -4.533240 0.4 0.3 -0.1
C 4.609852 -0.634415 -0.373096 0.4 -0.1 0.0
P -2.532731 -2.863155 -3.423422 -0.1 -1.5 -1.5
H -0.213722 -2.412758 -3.929683 -0.2 -0.3 0.3
H -2.285182 -2.639087 -1.039047 -0.2 0.2 -0.2
C 0.830433 2.522214 3.500904 0.4 -0.3 0.4
N -1.325236 2.238126 0.591189 -0.1 0.2 -0.2
```
Forces are in eV/Å.

Values from the calculation:
orbital gap (spin up / spin down)	4.792 / 4.790	eV
highest occupied orbital energy (spin up / spin down)	-12.32 / -12.31	eV
energy above the lowest of the compared OMol25 structures with the same formula, charge and spin	74.4	kcal per mole
M	783.74	u
DFT total energy	-129103.3966	eV
total charge	+2
2S+1	1